Entry 1:
Below is a molecular structure, C29H51KN5O3SbSi3 in a non-equilibrium geometry, with properties calculated with wB97M-V/def2-TZVPD.

Last column: Löwdin charge in e.
Geometry (Å):
K 0.16632 1.25856 1.79706  0.667
N 0.23216 2.28684 6.05666  0.061
C 0.30026 2.71953 4.64604  -0.789
O 0.99391 1.94333 3.81945  -0.376
C 0.27923 4.21775 4.49750  -0.102
C -0.98722 3.41224 4.20640  -0.107
H 1.20527 2.14462 6.32277  0.053
H -0.15057 1.34296 6.02696  0.048
H 0.79835 4.60900 3.63133  0.089
H 0.27990 4.84280 5.38343  0.074
H -1.30055 3.35684 3.16815  0.078
H -1.80192 3.49124 4.91693  0.078
C -3.00410 -1.68017 -1.27050  -0.308
Sb -1.28906 -2.73771 -0.51074  1.364
C -1.02940 -1.66852 1.25218  -0.518
C -0.03230 -2.22133 2.16285  -0.467
C 0.21400 -3.60663 2.34992  -0.106
C 1.15895 -4.03662 3.25226  -0.114
C 1.86765 -3.10398 4.00882  -0.110
C 1.57736 -1.76837 3.78551  -0.152
N 0.69900 -1.33963 2.88907  0.043
Si -2.42186 -0.80170 2.05277  0.369
C -1.98296 -0.33625 3.82750  -0.180
C -3.97025 -1.89119 2.27424  -0.193
C -3.13959 0.77170 1.25555  -0.176
C 0.12256 -1.80086 -2.07377  -0.543
C -0.39546 -0.42243 -2.36085  -0.417
C -0.98868 -0.04284 -3.57063  -0.072
C -1.50185 1.23713 -3.72286  -0.074
C -1.41675 2.13589 -2.67578  -0.050
C -0.80139 1.68538 -1.51545  -0.137
N -0.30837 0.46428 -1.35481  0.102
Si 1.88383 -1.76469 -1.35336  0.462
C 3.15740 -1.53462 -2.73830  -0.182
C 2.32426 -3.39989 -0.50883  -0.180
C 2.27078 -0.40108 -0.13875  -0.179
Si 0.04040 -3.01414 -3.52318  0.406
C -1.70458 -3.56166 -4.01385  -0.207
C 0.93866 -4.62858 -3.15316  -0.194
C 0.83484 -2.40076 -5.13587  -0.177
H -3.89467 -2.00227 -0.73183  -0.016
H -3.13554 -1.89385 -2.32702  -0.018
H -2.86635 -0.60923 -1.13846  -0.007
H -0.37392 -4.32978 1.79665  0.065
H 1.33113 -5.10048 3.38558  0.090
H 2.61121 -3.39637 4.73900  0.077
H 2.08345 -0.97992 4.33680  0.105
H -1.70743 -1.24097 4.37721  0.034
H -2.87111 0.09529 4.29978  0.033
H -1.15641 0.36543 3.94613  -0.006
H -3.71619 -2.76986 2.87327  0.021
H -4.37470 -2.24574 1.32426  -0.004
H -4.76337 -1.34281 2.79130  0.019
H -2.45607 1.51081 0.83323  0.005
H -3.72697 1.28411 2.02401  0.031
H -3.82887 0.49667 0.45353  0.015
H -1.06112 -0.73391 -4.39704  0.064
H -1.96547 1.52098 -4.66204  0.097
H -1.79783 3.14971 -2.70790  0.092
H -0.69177 2.37650 -0.68755  0.058
H 3.29658 -2.42929 -3.34811  0.004
H 4.12042 -1.29276 -2.28030  0.025
H 2.88754 -0.70786 -3.39852  0.034
H 2.78260 -4.10818 -1.20145  0.011
H 1.47836 -3.89541 -0.03466  -0.009
H 3.04598 -3.18942 0.28489  0.034
H 2.11633 0.57826 -0.58983  0.023
H 3.32209 -0.48783 0.15377  0.044
H 1.65680 -0.48588 0.75563  -0.022
H -2.18133 -4.13648 -3.21755  0.010
H -1.60631 -4.21864 -4.88428  0.021
H -2.37101 -2.74484 -4.28572  0.016
H 0.67936 -5.04499 -2.17982  0.020
H 2.02212 -4.51289 -3.20369  0.013
H 0.64799 -5.35314 -3.92057  0.027
H 0.60024 -1.36716 -5.38795  0.018
H 0.47491 -3.03527 -5.95258  0.024
H 1.92031 -2.49080 -5.10559  0.010
C 2.88251 4.90482 -1.14395  -0.036
C 1.59650 4.29534 -0.63407  -0.312
N 1.58722 3.33711 0.22703  0.008
O 2.89427 3.04467 0.73529  -0.113
C 0.35888 4.83409 -1.18545  -0.362
C 0.36174 5.60453 -2.47778  -0.087
N -0.75862 4.62374 -0.51844  -0.124
O -1.86201 5.03464 -1.03492  -0.257
H 3.75236 4.32176 -0.86447  0.058
H 2.99151 5.91459 -0.73732  0.085
H 2.83998 5.00236 -2.22849  0.064
H 2.68291 2.67867 1.60534  0.060
H 1.07343 6.43588 -2.47689  0.055
H -0.64524 5.99903 -2.61032  0.049
H 0.59531 4.98060 -3.35079  0.067

Its total charge is -2. For the LUMO energy, the calculation gives 4.144 eV. Its multiplicity is 1. The value obtained for the highest occupied orbital energy is -1.50 eV. The calculation puts the gap between HOMO and LUMO at 5.641 eV. The value obtained for the energy above the lowest of the compared OMol25 structures with the same formula, charge and spin is 0.0 kcal per mole.

***

Entry 2:
Below is a molecular structure, C29H51NOP2Si4SmTe in a non-equilibrium geometry, with properties calculated with wB97M-V/def2-TZVPD.

Last column: Löwdin charge in e.
Geometry (Å):
C -1.23843 3.37140 -3.19094  -0.042
C -1.10567 2.03507 -2.81436  -0.222
C 0.20202 1.46820 -2.81798  -0.210
C 1.29464 2.20259 -3.27336  -0.119
C 1.14557 3.54812 -3.59852  -0.008
C -0.12140 4.12940 -3.55636  -0.052
C 2.65862 1.54438 -3.23374  -0.183
C 2.56385 0.03685 -3.36888  -0.121
C 1.43233 -0.59363 -2.86112  -0.198
C 1.34244 -2.01332 -2.83248  -0.224
C 2.44012 -2.74409 -3.29090  -0.043
C 3.59335 -2.10456 -3.75756  -0.058
C 3.65762 -0.71152 -3.79639  -0.012
H -2.23289 3.82850 -3.19096  0.120
H 2.03648 4.12046 -3.86938  0.127
H -0.24468 5.17837 -3.82408  0.113
H 3.27372 1.94043 -4.04835  0.155
H 2.39651 -3.83760 -3.27013  0.121
H 4.44496 -2.69428 -4.09432  0.111
H 4.55226 -0.18233 -4.13419  0.126
N 0.44770 0.20199 -2.23333  -0.202
Sm 0.26455 0.21819 -0.11586  1.018
C -2.30042 1.21131 -2.37056  -0.292
H -2.25713 0.18545 -2.77022  0.087
H -3.23921 1.69060 -2.68197  0.099
C 0.11198 -2.70145 -2.27941  -0.290
H -0.81100 -2.26075 -2.68981  0.090
H 0.13604 -3.77665 -2.51282  0.099
P -2.40718 1.06093 -0.50472  0.763
P -0.03531 -2.59090 -0.41550  0.784
C 1.32354 -3.70462 0.07751  -0.246
H 1.51629 -3.58979 1.15237  0.021
H 1.04688 -4.74480 -0.14398  0.061
H 2.24066 -3.44843 -0.46659  0.052
C -1.50267 -3.63408 -0.12278  -0.253
H -1.28326 -4.67581 -0.39655  0.060
H -1.78327 -3.58104 0.93652  0.028
H -2.34860 -3.27024 -0.72107  0.050
C -2.99472 2.74218 -0.08634  -0.266
H -4.09203 2.74234 -0.01524  0.058
H -2.54921 3.04150 0.87078  -0.024
H -2.67506 3.46346 -0.84944  0.043
C -3.93363 0.07792 -0.30356  -0.262
H -4.08509 -0.15737 0.75846  0.031
H -4.79374 0.65312 -0.67512  0.059
H -3.85147 -0.86394 -0.86271  0.044
C 3.31431 1.84490 -1.94499  -0.153
O 2.86264 1.55690 -0.84005  -0.003
H 4.25408 2.34624 -2.25037  0.152
C -3.28860 1.00242 3.56568  -0.201
Si -1.82867 -0.13356 3.91055  0.333
C -1.97528 -0.90078 5.62401  -0.203
C -1.80042 -1.52365 2.64367  -0.241
Si 0.14536 1.13892 3.81671  -0.021
Te 0.31475 2.58333 1.80366  0.362
Si 0.07954 2.70927 5.58358  0.322
C -0.06626 1.89489 7.27698  -0.203
C 1.66788 3.72201 5.52228  -0.220
C -1.39728 3.84761 5.31789  -0.222
Si 2.02884 -0.22442 4.19653  0.333
C 2.04850 -0.76174 6.00484  -0.204
C 2.03903 -1.76908 3.12114  -0.231
C 3.55371 0.80942 3.81198  -0.213
H -4.21023 0.40292 3.61672  0.040
H -3.23236 1.46538 2.57222  0.002
H -3.36562 1.80563 4.30986  0.023
H -2.76488 -1.66596 5.56928  0.036
H -1.05306 -1.39499 5.95553  0.019
H -2.27176 -0.16613 6.38312  0.025
H -2.25468 -1.21920 1.69098  -0.007
H -0.78935 -1.90956 2.46141  -0.017
H -2.39731 -2.36213 3.03291  0.049
H 0.87019 1.41747 7.59145  0.017
H -0.29666 2.69124 8.00135  0.040
H -0.86779 1.14932 7.33482  0.009
H 1.92413 4.02601 4.49921  0.018
H 1.50992 4.63187 6.12137  0.036
H 2.52090 3.17573 5.94670  0.023
H -1.49935 4.15194 4.26836  0.014
H -2.33860 3.38126 5.63788  0.021
H -1.23920 4.75383 5.92245  0.037
H 1.07260 -1.10662 6.36904  0.015
H 2.75518 -1.60099 6.09128  0.036
H 2.39715 0.04119 6.66728  0.027
H 2.33726 -1.54474 2.08623  0.017
H 2.78841 -2.46332 3.53438  0.048
H 1.07548 -2.29204 3.10834  0.005
H 3.52356 1.19883 2.78616  0.020
H 3.67025 1.65855 4.49766  0.023
H 4.43792 0.16144 3.91073  0.037

Its total charge is +1. For the LUMO energy (spin up / spin down), the calculation gives -3.368 / -2.937 eV. Its multiplicity is 6. The value obtained for the highest occupied orbital energy (spin up / spin down) is -9.53 / -9.56 eV. The calculation puts the gap between HOMO and LUMO (spin up / spin down) at 6.162 / 6.622 eV. The value obtained for the energy above the lowest of the compared OMol25 structures with the same formula, charge and spin is 0.0 kcal per mole.

***

Entry 3:
Below is a molecular structure, C29H52AsN2O2PPbSSeTe in a non-equilibrium geometry, with properties calculated with wB97M-V/def2-TZVPD.

Last column: Löwdin charge in e.
Geometry (Å):
Pb 0.74807 0.75239 -0.01852  0.912
C -4.08153 -0.79361 1.18058  -0.184
C -3.92793 -0.62241 -0.32482  -0.440
As -2.32033 0.46769 -0.80152  1.165
C -2.99143 2.30439 -0.38152  -0.427
C -4.35033 2.76959 -0.88712  -0.159
C -2.45773 0.35609 -2.77512  -0.435
C -3.81123 0.40879 -3.47082  -0.157
H -4.93673 -1.43141 1.41228  0.067
H -4.24263 0.17489 1.65578  0.060
H -3.18423 -1.24201 1.61038  0.048
H -4.82893 -0.16171 -0.73292  0.046
H -3.79933 -1.59791 -0.80262  0.064
H -2.22103 2.98779 -0.75362  0.057
H -2.97553 2.38549 0.71178  0.046
H -4.34023 2.91909 -1.96332  0.052
H -4.61133 3.72439 -0.42572  0.068
H -5.13463 2.05299 -0.64452  0.057
H -1.96793 -0.59011 -3.02392  0.054
H -1.81813 1.14419 -3.17462  0.028
H -4.52933 -0.27811 -3.02852  0.054
H -3.68683 0.13439 -4.51742  0.070
H -4.23513 1.40769 -3.44522  0.048
C 1.21227 -0.05411 3.88468  -0.267
P 1.22557 -0.89661 2.24918  0.737
C 0.22337 -2.39731 2.64238  -0.253
C 2.91637 -1.60671 2.30258  -0.265
H 1.52507 -0.74651 4.66368  0.042
H 0.21847 0.32699 4.10718  0.031
H 1.90637 0.77929 3.82598  0.035
H 0.59097 -2.87641 3.54618  0.042
H 0.27077 -3.09401 1.81178  0.010
H -0.81453 -2.10761 2.78378  0.034
H 3.06857 -2.20051 3.20168  0.048
H 3.60607 -0.76831 2.28618  0.021
H 3.08667 -2.22361 1.42398  0.011
C 0.16167 -8.34281 0.30568  -0.047
C 0.41167 -6.89751 0.00648  -0.270
C 1.65497 -6.32361 0.24548  -0.034
C 1.89037 -4.99351 -0.05662  -0.083
C 0.87997 -4.21931 -0.60392  -0.385
C -0.36903 -4.77191 -0.82842  -0.068
C -0.59803 -6.10221 -0.52962  -0.027
S 1.21727 -2.45801 -0.96582  0.843
C 1.26057 -2.63861 -2.78382  -0.196
O -0.05643 -1.74031 -0.68482  -0.704
H 0.97757 -8.76831 0.88348  0.076
H 0.07117 -8.90851 -0.62152  0.087
H -0.76503 -8.47121 0.86138  0.083
H 2.44407 -6.92411 0.67388  0.113
H 2.85907 -4.55961 0.13338  0.104
H -1.15713 -4.15031 -1.22502  0.114
H -1.57133 -6.53381 -0.71472  0.118
H 0.38607 -3.17921 -3.12502  0.061
H 2.16667 -3.16381 -3.05762  0.060
H 1.27057 -1.63651 -3.20302  0.001
C 4.08107 -0.19151 -2.80482  -0.393
Te 3.45957 0.96239 -1.03942  1.297
C 5.05137 0.03709 0.09078  -0.380
H 5.06917 0.11189 -3.13262  -0.004
H 3.38907 -0.00611 -3.61842  -0.052
H 4.09657 -1.25751 -2.59612  -0.013
H 4.94777 -1.03951 0.11588  -0.005
H 5.01417 0.44289 1.08978  -0.014
H 5.99637 0.29949 -0.36772  0.001
C 2.31287 3.08869 1.32628  -0.439
O 2.70747 1.79999 1.26558  -0.561
H 3.10537 3.76969 0.95448  0.115
H 2.07917 3.40599 2.35868  0.112
H 1.39627 3.43359 -0.45922  0.057
Se 0.79787 0.69399 -5.06702  0.566
C 0.79467 1.24319 -3.43132  -1.047
N 0.81037 1.57769 -2.30712  -0.176
C 0.95057 5.67729 -1.06972  -0.033
C 0.04507 5.44709 0.10558  -0.205
C -0.89113 6.40669 0.45988  -0.052
C -1.73093 6.21359 1.53998  -0.086
C -1.63813 5.04789 2.27558  -0.056
C -0.71393 4.06709 1.94818  -0.221
C -0.67723 2.79079 2.72668  -0.050
C 0.15067 4.27589 0.86608  -0.200
N 1.08827 3.28279 0.49628  -0.072
H 0.76767 6.66139 -1.49202  0.078
H 0.78797 4.93739 -1.85562  0.085
H 1.99697 5.63869 -0.76632  0.086
H -0.96093 7.31669 -0.11532  0.106
H -2.45513 6.96919 1.80558  0.100
H -2.31053 4.88839 3.10638  0.107
H -1.54623 2.70569 3.37578  0.085
H 0.21897 2.73549 3.33968  0.072
H -0.65763 1.94239 2.03808  0.024

Its total charge is 0. For the LUMO energy, the calculation gives 0.327 eV. Its multiplicity is 1. The value obtained for the highest occupied orbital energy is -6.84 eV. The calculation puts the gap between HOMO and LUMO at 7.166 eV. The value obtained for the energy above the lowest of the compared OMol25 structures with the same formula, charge and spin is 19.8 kcal per mole.